Entry 1:
The following is a quantum chemistry calculation of 2 unconnected molecules or ions with the total composition C3H9BrOSi in a non-equilibrium geometry, from the OMol25 dataset.

Each line ends with the Löwdin charge.
Atoms and positions in Å:
C  -1.16  1.22  -1.03  -0.0591
C  0.79  -2.08  -0.79  -0.1544
C  0.67  -0.44  2.12  -0.1306
O  -0.04  0.85  -0.21  -0.2652
Si  0.73  -0.50  0.21  0.8849
Br  -3.92  -1.32  2.60  -0.9053
H  -1.64  2.07  -0.45  0.1306
H  -1.83  0.48  -1.13  0.0452
H  -0.72  1.58  -2.04  0.1236
H  0.41  -2.03  -1.82  0.0377
H  1.84  -2.41  -0.78  0.0366
H  0.08  -2.92  -0.44  0.0973
H  1.59  -0.94  2.49  0.0372
H  0.56  0.71  2.35  0.0912
H  -0.29  -0.84  2.47  0.0303

LUMO energy in eV: -3.19
HOMO energy in eV: -6.270
Relative energy (zero: lowest compared OMol25 entry of this formula, charge and spin) in eV: 4.529
Net charge: 0

Entry 2:
The following is a quantum chemistry calculation of 9 unconnected molecules or ions with the total composition C25H68N2O9P2 in a non-equilibrium geometry, from the OMol25 dataset.

Each line ends with the Löwdin charge.
Atoms and positions in Å:
C  1.61  -1.14  1.82  -0.1950
C  1.99  -0.44  0.52  -0.4556
P  0.60  -0.20  -0.71  0.8004
C  0.59  1.65  -1.04  -0.4380
C  0.75  1.89  -2.55  -0.1714
P  -1.30  -0.68  0.24  0.8028
C  -2.05  -2.17  -0.62  -0.3886
C  -1.07  -3.07  -1.29  -0.3452
N  -0.05  -3.54  -0.74  0.0851
C  -2.52  0.67  -0.15  -0.4162
C  -3.92  0.15  0.11  -0.2020
C  -4.92  1.27  0.22  -0.5765
N  -6.17  0.88  0.73  0.1261
O  -4.71  2.36  -0.13  0.1175
H  1.18  -2.13  1.67  0.0402
H  2.53  -1.30  2.37  0.0561
H  0.96  -0.57  2.46  0.0505
H  2.37  0.54  0.78  0.0300
H  2.78  -0.97  0.00  0.0547
H  1.42  2.07  -0.48  0.0532
H  -0.31  2.13  -0.65  0.0414
H  1.81  1.89  -2.80  0.0331
H  0.25  2.81  -2.83  0.0665
H  0.29  1.07  -3.08  0.0368
H  -2.68  -2.72  0.08  0.0579
H  -2.71  -1.79  -1.40  0.0539
H  -1.26  -3.39  -2.31  0.0830
H  -0.02  -3.17  0.21  0.0144
H  -2.32  1.55  0.45  0.0707
H  -2.43  0.99  -1.18  0.0815
H  -3.91  -0.36  1.08  0.1135
H  -4.29  -0.52  -0.65  0.0998
H  -6.80  1.67  0.64  0.0920
H  -6.11  0.62  1.71  0.0958
C  -4.98  -6.23  -0.26  -0.0882
C  -5.30  -5.12  0.72  -0.3156
O  -4.63  -3.92  0.37  -0.1157
H  -3.90  -6.41  -0.29  0.0762
H  -5.48  -7.16  0.02  0.0707
H  -5.29  -5.96  -1.27  0.0638
H  -4.97  -5.39  1.72  0.1084
H  -6.38  -4.94  0.75  0.1070
H  -4.93  -3.67  -0.52  0.0328
C  -2.63  -3.84  -6.62  -0.0919
C  -2.35  -4.37  -5.23  -0.3132
O  -3.38  -3.97  -4.32  -0.1031
H  -2.71  -2.75  -6.61  0.0758
H  -1.84  -4.13  -7.32  0.0744
H  -3.58  -4.22  -7.00  0.0715
H  -1.41  -3.96  -4.85  0.1070
H  -2.28  -5.46  -5.23  0.1114
H  -4.21  -4.34  -4.65  0.0765
C  5.84  2.31  -4.30  -0.0905
C  4.89  3.42  -3.87  -0.3160
O  3.74  2.88  -3.24  -0.0987
H  5.34  1.62  -4.98  0.0762
H  6.72  2.72  -4.79  0.0721
H  6.17  1.73  -3.43  0.0709
H  4.56  3.99  -4.74  0.1132
H  5.39  4.11  -3.18  0.0955
H  4.04  2.39  -2.46  0.0779
C  -7.06  -2.16  -3.86  -0.0834
C  -6.89  -2.38  -2.38  -0.2856
O  -5.75  -3.21  -2.11  -0.1056
H  -7.18  -3.11  -4.38  0.0750
H  -7.94  -1.54  -4.07  0.0761
H  -6.18  -1.66  -4.28  0.0759
H  -7.76  -2.89  -1.96  0.1170
H  -6.77  -1.43  -1.85  0.1070
H  -4.97  -2.77  -2.47  0.0769
C  5.39  6.50  -0.42  -0.0932
C  5.03  5.36  0.52  -0.3180
O  5.03  4.11  -0.16  -0.0948
H  4.68  6.54  -1.25  0.0764
H  5.38  7.46  0.10  0.0731
H  6.39  6.35  -0.84  0.0714
H  4.03  5.50  0.93  0.1129
H  5.74  5.32  1.35  0.1073
H  5.92  3.97  -0.52  0.0744
C  3.35  2.79  4.93  -0.0952
C  2.90  1.48  4.31  -0.2957
O  2.80  1.61  2.89  -0.0938
H  2.66  3.58  4.68  0.0494
H  3.41  2.70  6.02  0.0780
H  4.34  3.08  4.55  0.0709
H  1.91  1.21  4.68  0.1033
H  3.59  0.67  4.54  0.0875
H  3.68  1.85  2.56  0.0801
C  -1.51  3.41  4.40  -0.0873
C  -0.63  2.94  5.54  -0.3076
O  0.61  3.65  5.56  -0.1011
H  -1.00  3.27  3.45  0.0753
H  -2.45  2.86  4.38  0.0726
H  -1.74  4.48  4.49  0.0719
H  -0.40  1.89  5.43  0.1059
H  -1.14  3.08  6.50  0.1076
H  0.41  4.59  5.67  0.0886
C  6.91  -2.12  3.67  -0.0923
C  5.93  -1.00  3.97  -0.3280
O  4.75  -1.49  4.60  -0.0938
H  6.44  -2.87  3.03  0.0774
H  7.81  -1.74  3.18  0.0733
H  7.21  -2.62  4.60  0.0720
H  5.62  -0.51  3.04  0.1085
H  6.40  -0.24  4.62  0.1090
H  5.02  -1.91  5.43  0.0840

LUMO energy in eV: 0.53
Structure (SMILES): [H]/N=C\CP(CCC(N)=O)#P(CC)CC.CCO.CCO.CCO.CCO.CCO.CCO.CCO.CCO
HOMO energy in eV: -6.664
Relative energy (zero: lowest compared OMol25 entry of this formula, charge and spin) in eV: 0.000
Net charge: 0

Entry 3:
The following is a quantum chemistry calculation of 2 unconnected molecules or ions with the total composition C7H10O3S in a non-equilibrium geometry, from the OMol25 dataset.

Each line ends with the Löwdin charge.
Atoms and positions in Å:
C  2.35  -1.94  -0.73  -0.3024
C  3.66  -2.03  -0.76  0.0611
C  -3.82  2.38  0.86  -0.0276
C  -2.82  3.05  0.33  -0.2959
C  1.23  -2.91  -0.39  -0.0441
C  1.38  -0.79  -0.92  -0.0480
C  0.30  -1.71  -0.39  -0.3905
O  -0.30  3.64  0.28  -0.4755
O  -1.09  1.87  1.90  -0.3007
O  -0.82  -1.52  -0.01  0.0971
S  -1.10  2.44  0.32  0.8598
H  4.27  -1.19  -1.00  0.0621
H  4.16  -2.96  -0.55  0.0603
H  -4.84  2.75  0.85  0.0612
H  -3.68  1.42  1.34  0.0574
H  -2.93  4.01  -0.15  0.0729
H  1.01  -3.62  -1.17  0.1283
H  1.31  -3.45  0.55  0.1266
H  1.56  0.11  -0.34  0.1236
H  1.23  -0.49  -1.96  0.1318
H  -1.05  0.91  1.92  0.0424

LUMO energy in eV: 0.55
HOMO energy in eV: -9.360
Relative energy (zero: lowest compared OMol25 entry of this formula, charge and spin) in eV: 1.894
Net charge: 0